[1]
Density functional theory data (wB97M-V/def2-TZVPD) for C16H22BCl2F10N7NiO4S2 as an isolated structure.

Atoms and positions in Å:
1 Ni 0.65 -1.31 -2.69
2 B -0.50 1.05 -4.58
3 F -0.82 2.32 -4.16
4 F 0.40 1.07 -5.63
5 F 0.15 0.32 -3.46
6 F -1.63 0.27 -4.86
7 C 1.03 -2.85 1.27
8 F 1.94 -3.36 2.06
9 F 0.56 -3.78 0.42
10 F 0.01 -2.38 1.95
11 S 1.87 -1.58 0.17
12 O 2.57 -0.71 1.03
13 O 2.68 -2.38 -0.71
14 N 0.67 -0.88 -0.78
15 S 0.14 0.44 0.06
16 O 0.00 0.19 1.46
17 O 0.81 1.63 -0.33
18 C -1.63 0.62 -0.46
19 F -2.10 1.71 0.12
20 F -1.71 0.81 -1.78
21 F -2.33 -0.46 -0.12
22 C -3.08 4.43 -2.18
23 C -3.92 4.41 -3.37
24 N -4.60 4.43 -4.29
25 H -3.44 3.67 -1.49
26 H -3.10 5.41 -1.70
27 H -2.05 4.26 -2.51
28 C 5.15 -1.14 -3.04
29 C 3.72 -1.09 -3.17
30 N 2.58 -1.05 -3.26
31 H 5.59 -1.97 -3.60
32 H 5.31 -1.33 -1.97
33 H 5.64 -0.22 -3.36
34 C 3.31 0.59 3.78
35 C 2.63 1.87 3.97
36 N 2.10 2.88 4.09
37 H 4.18 0.74 3.15
38 H 2.63 -0.14 3.37
39 H 3.68 0.27 4.76
40 C 5.41 -4.34 -0.74
41 C 5.99 -5.63 -1.10
42 N 6.48 -6.63 -1.38
43 H 6.19 -3.61 -0.94
44 H 5.09 -4.32 0.29
45 H 4.54 -4.16 -1.37
46 C -2.60 -3.89 0.00
47 C -2.49 -4.81 -1.12
48 N -2.36 -5.53 -2.00
49 H -1.74 -3.23 -0.06
50 H -2.62 -4.38 0.97
51 H -3.51 -3.30 -0.13
52 C -0.78 3.17 2.67
53 C -1.40 2.03 3.33
54 N -1.92 1.13 3.82
55 H -1.57 3.82 2.30
56 H -0.08 2.85 1.91
57 H -0.26 3.77 3.42
58 Cl -4.12 4.11 3.67
59 C -5.44 2.94 3.33
60 C -5.07 1.93 2.30
61 Cl -5.11 2.68 0.66
62 H -6.33 3.50 3.07
63 H -5.59 2.51 4.32
64 H -5.77 1.11 2.24
65 H -4.06 1.55 2.41

Kohn-Sham gap (spin up / spin down) (eV): 8.302 / 6.970
Total charge: 0
Multiplicity: 3

Results of the Löwdin charge analysis, in e, for atoms 1 through 4: 0.99 -1.21 0.17 0.15



[2]
Density functional theory data (wB97M-V/def2-TZVPD) for C16H22ClOSn as an isolated structure.

Atoms and positions in Å:
1 Sn 0.16 -0.14 1.31
2 C 0.85 -1.79 2.93
3 C -0.55 -1.79 2.96
4 C -1.01 -2.24 1.71
5 H -1.17 -1.45 3.77
6 C 0.11 -2.52 0.91
7 C 1.27 -2.25 1.66
8 H 2.28 -2.37 1.33
9 H 1.50 -1.47 3.74
10 H -2.04 -2.27 1.39
11 H 0.09 -2.84 -0.12
12 C 1.66 1.62 2.05
13 C 2.46 0.53 1.71
14 C 2.29 0.28 0.33
15 H 3.06 -0.05 2.39
16 C 1.44 1.27 -0.19
17 C 1.02 2.08 0.87
18 H 0.31 2.88 0.82
19 H 1.50 2.02 3.04
20 H 2.76 -0.51 -0.24
21 H 1.09 1.32 -1.21
22 O -0.97 -0.16 -0.14
23 C -0.60 0.15 -3.10
24 C -1.85 0.35 -2.33
25 C -0.13 -1.22 -3.38
26 C 0.03 1.31 -3.79
27 C -1.63 0.82 -0.89
28 H -2.44 -0.57 -2.29
29 H -2.48 1.11 -2.82
30 H -1.08 1.77 -0.89
31 H -2.59 1.02 -0.41
32 H -0.63 -1.66 -4.26
33 H -0.34 -1.89 -2.54
34 H 0.94 -1.26 -3.59
35 H -0.42 1.49 -4.79
36 H 1.09 1.16 -3.96
37 H -0.10 2.24 -3.24
38 Cl -1.88 2.52 2.07
39 C -1.20 0.99 2.68
40 H -0.70 1.16 3.66
41 H -2.10 0.36 2.86

Kohn-Sham gap (spin up / spin down) (eV): 2.779 / 2.804
Total charge: -1

Results of the Löwdin charge analysis, in e, for atoms 1 through 4: 1.17 -0.20 -0.22 -0.18



[3]
Density functional theory data (wB97M-V/def2-TZVPD) for one molecule with the formula C16H22N2O.

Atoms and positions in Å:
1 C -4.59 -0.74 -0.76
2 C -3.70 0.27 -0.11
3 C -4.04 1.61 -0.05
4 C -3.20 2.54 0.56
5 C -2.01 2.11 1.11
6 C -1.64 0.77 1.05
7 C -2.48 -0.15 0.44
8 O -2.23 -1.49 0.34
9 C -0.98 -2.00 0.74
10 C 0.14 -1.64 -0.23
11 C 1.50 -2.11 0.25
12 C 2.64 -1.49 -0.57
13 C 2.72 -0.01 -0.36
14 C 3.33 0.66 0.72
15 C 4.07 0.06 1.86
16 N 3.18 1.97 0.61
17 N 2.49 2.16 -0.51
18 C 2.18 1.00 -1.14
19 C 1.41 0.98 -2.41
20 H -4.06 -1.25 -1.56
21 H -5.48 -0.26 -1.17
22 H -4.89 -1.49 -0.04
23 H -4.98 1.94 -0.47
24 H -3.48 3.58 0.60
25 H -1.34 2.82 1.59
26 H -0.71 0.48 1.50
27 H -1.12 -3.09 0.77
28 H -0.73 -1.67 1.76
29 H 0.16 -0.55 -0.35
30 H -0.09 -2.07 -1.21
31 H 1.63 -1.83 1.30
32 H 1.56 -3.20 0.19
33 H 3.59 -1.94 -0.26
34 H 2.49 -1.71 -1.62
35 H 3.40 -0.52 2.50
36 H 4.86 -0.60 1.50
37 H 4.52 0.85 2.46
38 H 2.25 3.09 -0.81
39 H 1.87 1.65 -3.14
40 H 0.38 1.30 -2.25
41 H 1.40 -0.02 -2.83

Kohn-Sham gap (eV): 9.158
Total charge: 0

Results of the Löwdin charge analysis, in e, for atoms 1 through 4: -0.04 -0.21 -0.05 -0.10



[4]
Density functional theory data (wB97M-V/def2-TZVPD) for C16H22N2Ti as an isolated structure.

Atoms and positions in Å:
1 C 1.14 -1.19 -3.21
2 C 0.46 -2.34 -2.70
3 C 0.97 -2.59 -1.39
4 C 1.96 -1.64 -1.11
5 C 2.05 -0.75 -2.21
6 Ti -0.21 -0.27 -1.51
7 N 0.60 1.45 -1.63
8 C -1.77 0.44 -2.73
9 C -2.03 -0.88 -2.57
10 H 0.65 -3.45 -0.73
11 H -0.30 -2.93 -3.21
12 H 2.62 -1.63 -0.21
13 H 2.72 0.11 -2.29
14 H 1.01 -0.76 -4.21
15 H -1.82 -1.47 -3.48
16 H -2.27 1.28 -2.21
17 H 0.28 2.28 -2.22
18 H -2.81 -1.09 -1.80
19 H -1.38 0.89 -3.62
20 C 1.83 1.58 0.70
21 N 1.75 0.82 1.89
22 C 1.79 1.58 3.13
23 C 1.00 -0.41 1.95
24 C -0.48 -0.22 1.78
25 C -1.17 -0.03 3.01
26 C -2.52 0.38 2.96
27 C -3.18 0.52 1.73
28 C -2.47 0.21 0.53
29 C -1.14 -0.16 0.57
30 H 2.52 2.39 0.87
31 H 0.88 1.97 0.39
32 H 2.20 0.97 -0.10
33 H 0.84 2.17 3.32
34 H 1.95 0.91 4.02
35 H 2.63 2.32 3.07
36 H 1.39 -1.07 1.16
37 H 1.20 -0.88 2.94
38 H -0.66 -0.18 3.94
39 H -3.03 0.57 3.90
40 H -4.20 0.84 1.69
41 H -3.01 0.27 -0.40

Kohn-Sham gap (spin up / spin down) (eV): 3.289 / 4.091
Total charge: -2
Multiplicity: 3

Results of the Löwdin charge analysis, in e, for atoms 1 through 4: -0.23 -0.24 -0.21 -0.23



[5]
Density functional theory data (wB97M-V/def2-TZVPD) for one molecule with the formula C16H22N4O2S.

Atoms and positions in Å:
1 C -2.63 -1.99 1.64
2 C -2.70 -2.26 0.14
3 N -1.98 -1.25 -0.60
4 C -0.74 -1.37 -1.16
5 S 0.19 -2.85 -1.17
6 C 1.23 -2.58 0.33
7 C 1.14 -1.14 0.79
8 O 0.41 -0.86 1.73
9 N 1.86 -0.23 0.12
10 C 2.68 -0.53 -1.04
11 C 2.97 0.74 -1.81
12 C 3.72 1.74 -0.93
13 C 3.09 1.86 0.47
14 C 4.01 1.30 1.55
15 C 1.73 1.16 0.50
16 N -0.36 -0.24 -1.70
17 N -1.33 0.65 -1.49
18 C -2.30 0.06 -0.84
19 C -3.52 0.72 -0.48
20 C -3.86 2.04 -0.67
21 C -5.17 2.18 -0.16
22 C -5.53 0.95 0.31
23 O -4.54 0.06 0.12
24 H -3.23 -1.13 1.90
25 H -3.01 -2.86 2.18
26 H -1.61 -1.80 1.94
27 H -2.23 -3.22 -0.10
28 H -3.73 -2.27 -0.21
29 H 0.83 -3.23 1.11
30 H 2.24 -2.89 0.07
31 H 2.15 -1.23 -1.70
32 H 3.62 -1.00 -0.72
33 H 3.57 0.49 -2.69
34 H 2.03 1.16 -2.15
35 H 3.74 2.71 -1.43
36 H 4.76 1.42 -0.83
37 H 2.91 2.92 0.70
38 H 4.20 0.24 1.38
39 H 3.55 1.40 2.53
40 H 4.96 1.82 1.56
41 H 1.03 1.66 -0.18
42 H 1.31 1.19 1.50
43 H -3.25 2.78 -1.13
44 H -5.76 3.07 -0.14
45 H -6.42 0.59 0.78

Kohn-Sham gap (eV): 8.829
Total charge: 0

Results of the Löwdin charge analysis, in e, for atoms 1 through 4: -0.05 -0.18 0.01 -0.63



[6]
Density functional theory data (wB97M-V/def2-TZVPD) for one molecule with the formula C16H22N6O.

Atoms and positions in Å:
1 C -2.17 4.39 2.55
2 C -1.09 3.52 2.44
3 N -0.75 2.99 1.28
4 C -1.48 3.32 0.22
5 C -1.12 2.74 -1.06
6 N -1.88 2.81 -2.13
7 O -1.20 2.12 -3.08
8 C -0.06 1.69 -2.52
9 C 0.85 0.78 -3.28
10 N 1.06 -0.49 -2.62
11 C 1.87 -0.37 -1.41
12 C 2.12 -1.75 -0.80
13 N 0.93 -2.55 -0.60
14 C 0.23 -2.45 0.66
15 C 0.98 -3.21 1.79
16 C 0.83 -2.36 3.06
17 C -0.30 -1.38 2.74
18 C -0.07 -1.06 1.27
19 C 0.15 -2.58 -1.81
20 C -0.18 -1.19 -2.34
21 N 0.03 2.04 -1.28
22 C -2.56 4.20 0.33
23 N -2.90 4.72 1.50
24 H -2.47 4.82 3.50
25 H -0.49 3.23 3.29
26 H 1.82 1.27 -3.41
27 H 0.41 0.60 -4.27
28 H 1.38 0.30 -0.69
29 H 2.83 0.07 -1.70
30 H 2.77 -2.31 -1.49
31 H 2.65 -1.63 0.15
32 H -0.74 -2.95 0.50
33 H 0.55 -4.20 1.92
34 H 2.02 -3.34 1.51
35 H 1.75 -1.80 3.25
36 H 0.61 -2.96 3.93
37 H -0.27 -0.49 3.37
38 H -1.27 -1.86 2.87
39 H -0.92 -0.57 0.80
40 H 0.80 -0.41 1.18
41 H 0.75 -3.10 -2.57
42 H -0.76 -3.15 -1.64
43 H -0.80 -0.66 -1.60
44 H -0.75 -1.27 -3.27
45 H -3.15 4.48 -0.53

Kohn-Sham gap (eV): 7.980
Total charge: 0

Results of the Löwdin charge analysis, in e, for atoms 1 through 4: -0.12 -0.11 0.14 -0.20



[7]
Density functional theory data (wB97M-V/def2-TZVPD) for one molecule with the formula C16H22N6O4.

Atoms and positions in Å:
1 N 2.15 -2.21 -0.10
2 C 1.08 -2.42 -0.88
3 O 0.16 -3.16 -0.60
4 C 1.12 -1.71 -2.25
5 C 2.14 -2.39 -3.18
6 C 3.35 -1.45 -3.17
7 C 2.70 -0.08 -3.04
8 N 1.55 -0.33 -2.18
9 C 0.99 0.68 -1.48
10 O 1.40 1.82 -1.54
11 C -0.16 0.28 -0.54
12 C -1.54 0.25 -1.21
13 C -2.51 -0.38 -0.28
14 C -3.55 0.13 0.45
15 N -4.08 -0.83 1.25
16 C -3.38 -1.91 1.02
17 N -2.41 -1.70 0.11
18 N -0.18 1.18 0.59
19 C 0.59 0.95 1.66
20 O 1.30 -0.03 1.77
21 C 0.42 1.96 2.80
22 C -0.69 1.47 3.76
23 C -1.94 2.20 3.27
24 C -1.42 3.42 2.54
25 O -2.04 4.38 2.16
26 N -0.09 3.24 2.37
27 H 2.10 -2.52 0.86
28 H 2.75 -1.42 -0.27
29 H 0.11 -1.79 -2.67
30 H 2.39 -3.39 -2.85
31 H 1.73 -2.46 -4.19
32 H 3.94 -1.54 -4.08
33 H 3.99 -1.66 -2.32
34 H 3.34 0.68 -2.58
35 H 2.36 0.30 -4.01
36 H 0.06 -0.70 -0.11
37 H -1.86 1.26 -1.45
38 H -1.48 -0.32 -2.14
39 H -3.96 1.12 0.43
40 H -3.54 -2.85 1.50
41 H -1.72 -2.37 -0.21
42 H -0.65 2.07 0.48
43 H 1.38 2.06 3.31
44 H -0.79 0.39 3.73
45 H -0.45 1.77 4.78
46 H -2.61 2.49 4.08
47 H -2.52 1.59 2.57
48 H 0.48 3.90 1.86

Kohn-Sham gap (eV): 9.133
Total charge: 0

Results of the Löwdin charge analysis, in e, for atoms 1 through 4: 0.22 -0.52 0.04 -0.19



[8]
Density functional theory data (wB97M-V/def2-TZVPD) for C16H22N6O5SZr as an isolated structure.

Atoms and positions in Å:
1 Zr 0.27 0.04 -0.28
2 N 4.13 -1.34 -2.12
3 C 3.24 -1.01 -1.14
4 S 1.91 -2.12 -0.84
5 N 3.45 0.11 -0.52
6 N 2.41 0.37 0.38
7 C 2.70 1.06 1.41
8 C 1.78 1.28 2.52
9 C 2.16 2.18 3.52
10 C 1.39 2.37 4.65
11 C 0.23 1.63 4.81
12 C -0.17 0.72 3.85
13 C 0.58 0.55 2.69
14 O 0.15 -0.29 1.74
15 H 4.19 -2.30 -2.39
16 H 4.98 -0.79 -2.16
17 H 3.71 1.46 1.49
18 H 3.08 2.75 3.38
19 H 1.70 3.09 5.40
20 H -0.38 1.76 5.70
21 H -1.07 0.14 3.96
22 C -2.41 -1.59 0.70
23 C -2.86 -0.14 0.40
24 N -2.17 0.40 -0.78
25 C -2.68 -0.07 -2.07
26 C -1.54 -0.12 -3.07
27 N -0.49 -0.98 -2.52
28 C -0.83 -2.40 -2.50
29 C -1.31 -2.92 -1.13
30 N -1.16 -1.97 0.00
31 H -2.23 -1.68 1.77
32 H -3.20 -2.30 0.44
33 H -3.94 -0.11 0.28
34 H -2.59 0.50 1.23
35 H -2.20 1.41 -0.73
36 H -3.11 -1.07 -1.93
37 H -3.50 0.57 -2.43
38 H -1.91 -0.50 -4.04
39 H -1.12 0.87 -3.23
40 H 0.38 -0.84 -3.03
41 H -1.61 -2.61 -3.25
42 H 0.06 -2.95 -2.80
43 H -2.36 -3.21 -1.19
44 H -0.75 -3.83 -0.88
45 H -0.51 -2.36 0.67
46 O 0.74 4.03 0.21
47 C 0.44 2.98 -0.29
48 O -0.23 1.99 0.30
49 C 0.82 2.57 -1.74
50 O 0.95 3.36 -2.63
51 O 0.88 1.25 -1.85

Kohn-Sham gap (eV): 8.247
Total charge: 0

Results of the Löwdin charge analysis, in e, for atoms 1 through 4: 1.71 0.07 -0.87 0.61



[9]
Density functional theory data (wB97M-V/def2-TZVPD) for C16H22N6OS2 as an isolated structure.

Atoms and positions in Å:
1 O 0.71 1.01 1.64
2 C -0.14 0.38 1.14
3 N -1.33 1.12 0.92
4 C -2.67 0.58 0.49
5 N -3.66 1.27 0.22
6 C -4.89 0.76 0.01
7 C -4.85 -0.62 -0.05
8 S -3.18 -1.04 0.03
9 C -5.93 -1.35 -0.76
10 C -6.94 -0.55 -1.27
11 C -7.34 0.89 -0.33
12 C -6.19 1.73 -0.39
13 H -6.18 2.19 0.39
14 H -5.95 2.26 -1.19
15 H -8.16 1.21 -0.85
16 H -7.59 0.29 0.78
17 H -7.84 -1.27 -1.35
18 H -6.70 -0.19 -2.16
19 H -5.41 -1.99 -1.46
20 H -6.29 -1.89 0.31
21 H -1.51 2.02 1.04
22 C -0.37 -0.99 0.98
23 H -0.60 -1.16 -0.14
24 H -0.90 -1.62 1.70
25 S 1.47 -1.48 0.70
26 C 2.17 -0.62 -0.33
27 N 1.40 -0.29 -1.30
28 N 2.29 0.74 -2.05
29 N 3.35 0.46 -1.44
30 N 3.41 -0.32 -0.39
31 C 4.49 -0.47 0.36
32 C 5.63 -1.21 -0.49
33 C 6.40 -0.12 -1.20
34 C 6.80 0.90 -0.40
35 C 5.58 1.61 0.29
36 C 4.94 0.87 1.23
37 H 4.04 1.13 1.47
38 H 5.57 0.38 2.26
39 H 4.91 2.07 -0.47
40 H 5.81 2.66 0.98
41 H 7.61 0.62 0.55
42 H 7.19 1.83 -0.77
43 H 5.60 0.16 -1.97
44 H 7.18 -0.77 -1.68
45 H 5.19 -1.95 -1.05
46 H 6.51 -1.66 0.36
47 H 4.18 -1.44 1.16

Kohn-Sham gap (eV): 8.816
Total charge: 0

Results of the Löwdin charge analysis, in e, for atoms 1 through 4: 0.10 -0.66 0.17 -0.51



[10]
Density functional theory data (wB97M-V/def2-TZVPD) for C16H22N9O3RuS2 as an isolated structure.

Atoms and positions in Å:
1 Ru 11.44 10.10 7.87
2 N 14.97 10.39 8.21
3 N 15.07 9.07 7.73
4 C 14.17 8.14 8.05
5 N 14.52 6.84 7.98
6 N 12.87 8.53 8.35
7 N 11.97 7.58 8.80
8 O 10.77 8.18 8.86
9 O 12.15 6.38 9.08
10 H 15.61 11.07 7.78
11 H 14.89 10.49 9.23
12 H 15.85 8.81 7.16
13 H 15.49 6.61 8.11
14 H 13.83 6.14 8.26
15 S 12.53 12.01 8.26
16 C 11.13 12.97 8.24
17 N 11.30 14.16 7.67
18 N 10.24 14.90 7.87
19 C 9.63 15.52 6.83
20 C 8.57 16.41 7.07
21 C 7.89 17.06 6.05
22 C 8.14 16.77 4.72
23 C 9.17 15.87 4.49
24 C 9.93 15.25 5.47
25 N 9.95 12.47 8.64
26 N 9.95 11.17 8.60
27 C 8.66 10.62 8.80
28 C 8.44 9.61 9.77
29 C 7.16 9.13 9.93
30 C 6.08 9.75 9.28
31 C 6.29 10.81 8.41
32 C 7.58 11.32 8.25
33 H 9.69 14.75 8.72
34 H 8.20 16.47 8.09
35 H 7.09 17.78 6.32
36 H 7.46 17.11 3.93
37 H 9.28 15.56 3.45
38 H 10.69 14.50 5.25
39 H 9.25 9.25 10.37
40 H 6.91 8.32 10.61
41 H 5.08 9.40 9.45
42 H 5.43 11.26 7.90
43 H 7.77 12.22 7.68
44 C 8.15 8.79 5.68
45 S 9.83 8.29 5.17
46 C 9.88 6.63 5.93
47 O 10.83 9.09 5.97
48 H 7.45 8.28 4.99
49 H 8.09 9.87 5.56
50 H 7.93 8.50 6.72
51 H 8.99 6.07 5.59
52 H 9.87 6.73 7.00
53 H 10.81 6.14 5.60

Kohn-Sham gap (spin up / spin down) (eV): 5.448 / 2.934
Total charge: +2
Multiplicity: 6

Results of the Löwdin charge analysis, in e, for atoms 1 through 4: 1.14 0.00 0.03 -0.34



> Which value of total charge does entry 6 give?

0



> What is the total charge in the eighth record?

0